102
Properties=species:S:1:pos:R:3:mulliken_charge:R:1 method="wB97M-V/def2-TZVPD" orbital_gap_ev=5.52 charge=+1 energy_ev=-70115.1333
Hf -4.2608 12.6973 16.3186 0.500
C -5.3490 17.9483 12.5302 -1.322
C -3.9752 17.4924 12.9827 -0.627
C -4.0500 16.6217 14.2268 -0.833
C -4.2859 17.0038 15.5146 0.341
C -4.4171 18.5071 15.9263 -0.658
C -3.1638 18.8889 16.6039 -0.834
C -4.4175 15.8269 16.3866 0.043
C -4.5665 15.9381 17.7388 -0.549
C -4.5510 14.9021 18.6699 -0.102
C -4.7204 15.0919 20.1010 0.336
C -4.7844 16.4089 20.7837 -1.324
C -3.4604 17.0499 21.0428 -0.934
C -4.5371 13.7680 20.6003 0.796
C -4.3586 12.8837 19.4832 -0.121
C -4.1163 11.4701 19.4488 -0.968
C -3.8637 10.5959 18.4337 0.383
N -3.7890 10.7754 17.0623 0.424
C -3.1003 9.7364 16.5055 -0.119
C -2.6857 9.7749 15.1199 -0.434
C -2.6394 10.8718 14.3368 0.544
N -3.1768 12.1625 14.5430 0.208
C -2.9286 12.9666 13.5199 0.463
C -3.3237 14.3333 13.3263 -0.804
C -3.8944 15.1563 14.3203 0.537
N -4.2636 14.7128 15.5604 -0.241
C -2.0481 12.2202 12.5673 0.617
C -1.8690 10.9815 13.0489 0.831
C -1.1548 9.8200 12.3723 -1.205
C -2.1704 8.8191 11.8732 -1.173
C -1.4511 12.8379 11.3588 -1.292
C 0.0332 13.1439 11.5817 -1.225
C -2.6663 8.8230 17.4368 0.473
C -3.1958 9.2522 18.6210 0.477
C -3.1685 8.5943 19.9261 -1.276
C -1.8888 9.0404 20.6956 -0.966
C -1.8734 7.6010 17.2277 -0.902
C -0.3838 7.8753 17.1710 -1.182
N -4.4301 13.6186 18.3537 0.567
C -4.5002 13.4453 22.0881 -0.690
C -3.1602 12.8289 22.5224 -0.973
H -5.3498 18.1677 11.5095 0.480
H -5.7870 18.8568 13.0320 0.286
H -6.0690 17.1334 12.6985 0.303
H -3.3283 18.3461 13.1236 0.516
H -3.5870 16.9220 12.1471 0.255
H -5.3179 18.6254 16.5645 0.377
H -4.5649 19.1349 15.0016 0.232
H -3.1527 18.3755 17.5732 -0.004
H -3.0906 19.9419 16.7855 0.472
H -2.2857 18.4383 16.1269 0.315
H -4.7675 16.9266 18.0530 0.536
H -5.3627 16.3588 21.7096 0.442
H -5.4003 16.9931 20.0928 0.379
H -2.7610 16.4239 21.6426 0.242
H -3.5484 18.0355 21.5878 0.357
H -3.0364 17.3327 20.0811 0.185
H -4.1330 10.9347 20.4012 0.558
H -2.3217 8.8779 14.6029 0.288
H -2.8064 14.9189 12.5218 0.150
H -0.5316 9.3403 13.1065 0.409
H -0.4170 10.1312 11.6087 0.358
H -2.5744 8.2527 12.7284 0.302
H -1.8049 8.0379 11.2496 0.460
H -2.9076 9.2893 11.2447 0.292
H -1.9741 13.7368 11.0833 0.464
H -1.6031 12.1641 10.4986 0.379
H 0.1463 13.7240 12.5221 0.318
H 0.4368 13.7258 10.7698 0.437
H 0.5981 12.2359 11.7081 0.321
H -3.1276 7.5148 19.8864 0.497
H -4.0865 8.8919 20.4866 0.387
H -0.9694 8.6807 20.2191 0.258
H -1.9438 8.5409 21.6172 0.411
H -1.7412 10.1240 20.7946 0.197
H -2.3338 7.1824 16.3300 0.432
H -2.0355 6.8508 18.0389 0.289
H -0.0562 8.7576 16.5705 0.242
H 0.2465 7.1301 16.8848 0.516
H -0.0309 8.1643 18.1867 0.191
H -5.3702 12.8711 22.4970 0.337
H -4.5453 14.3357 22.7198 0.275
H -2.8592 11.9214 22.0264 0.012
H -3.0839 12.7004 23.5944 0.471
H -2.3210 13.4832 22.2136 0.298
N -8.7137 11.7263 16.8514 -0.020
C -8.6770 12.2629 18.0777 -0.784
C -7.3602 12.6295 18.2881 -0.343
N -6.6346 12.3481 17.2237 0.219
C -7.4907 11.7545 16.3422 -0.172
C -7.0431 11.5121 14.9738 0.149
N -5.8002 11.9176 14.6613 0.109
C -5.6266 11.5930 13.3698 -0.237
C -6.7322 11.0158 12.8673 -1.195
N -7.6398 11.0057 13.9152 -0.122
H -9.4709 11.3255 16.3675 0.138
H -9.5713 12.3602 18.7493 0.361
H -6.9212 13.0855 19.1363 0.410
H -4.7271 11.8353 12.8143 0.409
H -6.8772 10.6577 11.9028 0.493
H -8.5947 10.8005 13.7589 0.172
Cl -1.9407 13.2233 17.1268 -0.297

119
Properties=species:S:1:pos:R:3:mulliken_charge:R:1 method="wB97M-V/def2-TZVPD" orbital_gap_ev=6.12 charge=0 energy_ev=-169806.1835
Ti 0.5418 -0.5872 -1.0760 -1.347
C 4.4169 0.8508 0.2368 -0.945
N 3.5002 1.8081 0.8648 0.800
C 4.2034 2.9350 1.4736 -1.096
P 1.9315 1.9399 0.4524 -0.952
O 1.2208 0.6216 0.4040 1.693
O 1.8160 2.6899 -0.9791 -0.623
P 1.0721 2.3255 -2.3764 -1.177
O 0.4306 0.9720 -2.3665 1.836
N 2.1879 2.6659 -3.5261 0.305
C 3.1735 1.6969 -4.0203 -0.717
C 2.7987 3.9956 -3.3992 -0.910
N -0.1539 3.4094 -2.4638 1.614
C -1.1113 3.1713 -3.5557 -0.184
C -0.1277 4.7878 -2.0078 -0.873
N 1.2138 3.0088 1.4464 1.192
C 1.3643 4.4540 1.3356 -1.166
C 0.7709 2.5538 2.7691 -0.728
H 5.0699 0.4421 1.0092 0.346
H 5.0327 1.3455 -0.5197 0.350
H 3.8740 0.0424 -0.2366 0.127
H 5.0467 2.5384 2.0386 0.363
H 3.5649 3.4708 2.1664 0.302
H 4.5920 3.6329 0.7243 0.249
H 2.7086 0.7352 -4.1941 0.027
H 4.0038 1.5776 -3.3168 0.230
H 3.5610 2.0811 -4.9640 0.449
H 2.0956 4.7354 -3.0329 0.226
H 3.1397 4.3121 -4.3844 0.384
H 3.6590 3.9667 -2.7221 0.262
H -1.1065 2.1253 -3.8530 -0.469
H -0.8721 3.7862 -4.4291 0.403
H -2.1157 3.4132 -3.2110 -0.329
H 0.6142 4.9225 -1.2268 0.058
H -1.1023 5.0428 -1.5859 0.001
H 0.0768 5.4869 -2.8262 0.426
H 1.8758 4.7286 0.4162 0.333
H 1.9365 4.8520 2.1781 0.436
H 0.3792 4.9258 1.3474 0.230
H 0.5540 1.4860 2.7595 -0.090
H -0.1497 3.0756 3.0282 0.383
H 1.5326 2.7751 3.5278 0.259
C 2.3879 -0.8175 3.4920 -1.156
C 1.0604 -1.5190 3.3997 1.084
C 0.9788 -2.8974 3.7386 -1.254
C -0.2277 -3.5164 3.6949 -0.810
C -1.3693 -2.7894 3.2805 1.405
C -2.6602 -3.3697 3.2688 -0.606
C -3.7370 -2.6401 2.8666 -1.020
C -3.5545 -1.3171 2.4135 -0.437
C -2.3206 -0.7161 2.4114 0.787
S -2.2515 0.9639 1.8502 -0.203
C -1.1851 -1.4414 2.8991 -1.129
N 0.0243 -0.8259 3.0044 -0.008
H 2.9575 -1.1696 4.3528 0.592
H 2.2430 0.2580 3.5638 0.078
H 2.9743 -1.0204 2.5918 0.158
H 1.8715 -3.4249 4.0512 0.411
H -0.3326 -4.5597 3.9723 0.443
H -2.7721 -4.4011 3.5844 0.420
H -4.7292 -3.0723 2.8767 0.380
H -4.4014 -0.7524 2.0448 0.447
S -1.6167 1.1475 -0.2040 0.870
C -2.9361 0.7669 -1.2249 -0.325
N -4.1766 1.4364 -1.0908 0.957
C -5.2574 0.8415 -1.8291 -1.101
C -4.7977 0.6998 -3.2669 -0.539
N -3.6509 -0.1849 -3.2960 0.183
C -3.3975 -0.8580 -4.5674 -2.242
C -2.7368 0.0540 -5.5845 0.903
C -3.5105 0.8091 -6.4605 -0.273
C -2.9167 1.6512 -7.3929 -0.725
C -1.5334 1.7460 -7.4576 -0.549
C -0.7527 0.9991 -6.5838 -0.335
C -1.3472 0.1589 -5.6523 -0.425
C -2.7343 -0.1266 -2.2588 -0.542
S -1.3883 -1.2306 -2.4198 -0.158
C -4.4860 2.4986 -0.1585 -0.737
C -5.0161 3.7331 -0.8587 -0.268
C -6.3554 4.0909 -0.8090 -0.243
C -6.8210 5.1999 -1.5105 -0.657
C -5.9459 5.9608 -2.2681 -0.575
C -4.5989 5.6121 -2.3210 -0.253
C -4.1450 4.5078 -1.6208 0.297
H -6.1345 1.4862 -1.7793 0.461
H -5.5194 -0.1487 -1.4296 0.231
H -4.5471 1.6988 -3.6479 0.179
H -5.5802 0.2755 -3.9014 0.533
H -4.3637 -1.1974 -4.9462 0.712
H -2.7730 -1.7292 -4.3960 0.689
H -4.5925 0.7342 -6.4188 0.378
H -3.5344 2.2223 -8.0750 0.405
H -1.0665 2.3836 -8.1981 0.407
H 0.3284 1.0576 -6.6315 0.416
H -0.7275 -0.4202 -4.9769 0.584
H -3.5785 2.7628 0.3765 0.291
H -5.2164 2.1555 0.5857 0.319
H -7.0432 3.5009 -0.2121 0.421
H -7.8694 5.4666 -1.4635 0.390
H -6.3046 6.8252 -2.8122 0.387
H -3.9086 6.2065 -2.9078 0.420
H -3.0996 4.2236 -1.6508 -0.042
F -0.3271 -7.0432 0.5383 -0.346
C -0.3181 -5.7081 0.4796 0.540
C -1.5007 -5.0086 0.3422 0.250
F -2.6603 -5.6709 0.2799 -0.370
C -1.4905 -3.6274 0.2737 -0.767
F -2.6547 -2.9854 0.1628 -0.373
C -0.3030 -2.9064 0.3221 1.618
O -0.2875 -1.5699 0.2206 1.111
C 0.8732 -3.6395 0.4796 -0.709
F 2.0431 -2.9897 0.5886 -0.478
C 0.8757 -5.0151 0.5640 0.285
F 2.0215 -5.6780 0.7413 -0.358
O 1.9024 -1.0580 -3.9755 -0.691
S 2.3546 -1.4715 -2.6748 1.050
O 1.1322 -2.1138 -1.9383 -0.679
O 2.4941 -0.2928 -1.7061 -0.988
O 3.4956 -2.3257 -2.6290 -0.805

107
Properties=species:S:1:pos:R:3:lowdin_spin:R:1 method="wB97M-V/def2-TZVPD" orbital_gap_ev="5.63 / 7.88" multiplicity=2 charge=+1 energy_ev=-129640.9119 s2=0.771
Sc 0.9679 1.0741 1.0074 0.051
O -0.2085 0.7545 2.6090 0.162
C -0.6992 0.1157 3.6304 0.414
C -1.3297 -1.1679 3.4762 0.043
C -2.3958 -1.5842 4.2948 0.074
C -3.0396 -2.7826 4.0607 -0.002
C -2.6337 -3.6115 3.0146 0.087
C -1.5476 -3.2445 2.2322 -0.003
C -0.8766 -2.0421 2.4501 0.081
P 0.7591 -1.6722 1.7181 0.015
C 1.8260 -1.9559 3.1818 0.007
C 2.9576 -1.1738 3.3827 0.001
C 3.7640 -1.3569 4.5003 0.000
C 3.4395 -2.3343 5.4279 0.000
C 2.3065 -3.1206 5.2417 0.000
C 1.5024 -2.9298 4.1307 0.001
C 1.0865 -3.1223 0.6543 -0.001
C 0.3473 -3.2430 -0.5246 0.000
C 0.5905 -4.2871 -1.4070 0.000
C 1.5797 -5.2229 -1.1235 0.000
C 2.3140 -5.1138 0.0476 0.000
C 2.0699 -4.0685 0.9327 0.000
H -2.7217 -0.9342 5.0981 0.003
H -3.8725 -3.0754 4.6906 -0.002
H -3.1346 -4.5558 2.8340 0.006
H -1.1930 -3.9350 1.4767 -0.002
H 3.2065 -0.3795 2.6920 0.000
H 4.6263 -0.7177 4.6522 0.000
H 4.0562 -2.4736 6.3081 0.000
H 2.0424 -3.8770 5.9733 0.000
H 0.6077 -3.5306 4.0068 0.000
H -0.4414 -2.5244 -0.7313 0.000
H 0.0061 -4.3818 -2.3137 0.000
H 1.7684 -6.0388 -1.8103 0.000
H 3.0780 -5.8472 0.2800 0.000
H 2.6511 -3.9936 1.8446 0.000
I -0.8535 3.7925 1.2789 0.004
C -1.1954 3.8421 3.3626 0.001
I -3.1111 3.1350 3.8985 0.003
H -1.1100 4.8726 3.6738 0.000
H -0.4387 3.2054 3.8070 0.000
I 2.6111 2.5322 2.8695 0.002
I -0.3307 0.8700 5.5668 0.051
C 3.7178 -1.7036 -2.6298 0.000
C 4.0241 -1.9666 -1.3057 0.000
C 3.4205 -1.2053 -0.3205 0.000
N 2.5523 -0.2225 -0.5823 0.000
C 2.2778 0.0376 -1.8682 0.000
C 2.8321 -0.6759 -2.9139 0.000
H 4.1640 -2.2869 -3.4265 0.000
H 4.7108 -2.7556 -1.0280 0.000
H 3.6386 -1.3965 0.7242 0.000
H 1.5960 0.8577 -2.0550 0.000
H 2.5686 -0.4254 -3.9338 0.000
O -0.4698 0.7354 -0.4495 0.002
P -1.6510 0.9137 -1.3885 0.000
N -1.3689 2.0348 -2.5346 0.000
C -0.7874 3.3655 -2.2945 0.000
C -0.3159 3.8177 -3.6933 0.000
C -0.9527 2.8208 -4.6907 0.000
C -1.9945 2.0708 -3.8625 0.000
N -1.9718 -0.4833 -2.1752 0.000
C -0.9912 -1.0530 -3.1315 0.000
C -1.7924 -2.1314 -3.8542 0.000
C -3.2050 -1.5472 -3.9089 0.000
C -3.3586 -0.8771 -2.5462 0.000
N -2.9279 1.3082 -0.4841 0.000
C -4.0911 2.1038 -0.9254 0.000
C -5.2697 1.3834 -0.2770 0.000
C -4.6872 0.8914 1.0538 0.000
C -3.2483 0.4913 0.7215 0.000
H 0.0303 3.2960 -1.5794 0.000
H -1.5482 4.0501 -1.9091 0.000
H 0.7703 3.7940 -3.7625 0.000
H -0.6327 4.8409 -3.8892 0.000
H -0.2037 2.1136 -5.0495 0.000
H -1.3934 3.3106 -5.5579 0.000
H -2.2082 1.0702 -4.2334 0.000
H -2.9334 2.6363 -3.8339 0.000
H -0.1239 -1.4471 -2.6165 0.000
H -0.6396 -0.2916 -3.8392 0.000
H -1.7964 -3.0525 -3.2675 0.000
H -1.3808 -2.3551 -4.8374 0.000
H -3.9744 -2.3003 -4.0754 0.000
H -3.2788 -0.8130 -4.7138 0.000
H -3.7510 -1.5859 -1.8141 0.000
H -4.0361 -0.0225 -2.5727 0.000
H -4.1620 2.1517 -2.0122 0.000
H -4.0127 3.1266 -0.5484 0.000
H -5.5894 0.5408 -0.8939 0.000
H -6.1222 2.0479 -0.1424 0.000
H -5.2438 0.0603 1.4838 0.000
H -4.6841 1.7074 1.7779 0.000
H -3.1670 -0.5762 0.4966 0.000
H -2.5577 0.7136 1.5347 0.000
O 1.8400 2.4865 -0.3630 0.001
N 2.8940 3.2869 -0.3189 0.001
C 4.1261 2.7602 -0.3510 0.000
C 5.2313 3.5794 -0.2839 0.000
C 5.0626 4.9481 -0.1627 0.000
C 3.7768 5.4609 -0.1159 0.000
C 2.6992 4.6056 -0.1896 0.000
H 4.1627 1.6868 -0.4271 0.000
H 6.2144 3.1298 -0.3151 0.000
H 5.9209 5.6053 -0.0916 0.000
H 3.5924 6.5216 -0.0104 0.000
H 1.6675 4.9158 -0.1308 0.000

99
Properties=species:S:1:pos:R:3:lowdin_spin:R:1 method="wB97M-V/def2-TZVPD" orbital_gap_ev="6.32 / 6.70" multiplicity=6 charge=0 energy_ev=-57254.5934 s2=8.839
Ir -0.1540 -0.0570 -1.4382 1.626
O 0.0207 1.7586 -2.3062 0.177
C -0.7433 2.8334 -2.3089 0.125
C -1.4478 3.1770 -3.4660 -0.009
C -2.1614 4.3548 -3.5559 0.133
C -2.1937 5.2457 -2.4744 0.001
C -1.5180 4.9340 -1.3263 0.098
C -0.7781 3.7237 -1.1871 0.045
C -0.1436 3.5255 0.0398 0.411
N 0.5043 2.3170 0.5398 0.039
C 2.0213 2.4515 0.5531 0.032
C 2.6758 1.8960 -0.7061 0.032
N 2.9528 0.4122 -0.6357 0.050
C 4.2515 0.1292 -0.0354 0.357
C 4.3430 -0.3662 1.2543 0.054
C 5.6160 -0.6787 1.8112 0.087
C 5.7374 -1.1846 3.0747 0.021
C 4.5829 -1.3927 3.8554 0.127
C 3.3337 -1.1037 3.3580 0.005
C 3.1524 -0.6018 2.0518 0.112
O 1.9814 -0.3260 1.5737 0.117
H -1.3980 2.4844 -4.2969 -0.004
H -2.6958 4.5904 -4.4676 0.008
H -2.7527 6.1692 -2.5427 -0.003
H -1.5481 5.6101 -0.4793 0.003
H -0.1964 4.2973 0.7962 0.016
H 2.3959 1.9452 1.4387 0.002
H 2.2340 3.5163 0.6266 0.004
H 3.6355 2.3913 -0.8514 0.003
H 2.0405 2.0881 -1.5698 0.004
H 5.1049 0.3229 -0.6729 0.018
H 6.4971 -0.5111 1.2011 0.002
H 6.7137 -1.4203 3.4769 -0.001
H 4.6816 -1.7853 4.8599 0.008
H 2.4466 -1.2644 3.9574 -0.003
C -0.0337 1.9903 1.9091 0.016
C -1.4344 1.3270 1.9989 0.002
C -1.2698 -0.1678 2.2727 0.000
C -2.4910 1.7054 0.9597 0.025
C -3.1998 2.8788 1.2034 0.003
C -4.2223 3.2987 0.3745 0.017
C -4.5777 2.5164 -0.7116 0.005
C -3.9179 1.3270 -0.9899 0.022
C -4.3492 0.4706 -2.1654 0.001
C -5.5425 -0.4074 -1.7737 0.002
C -4.6963 1.2880 -3.4091 0.000
C -2.8578 0.9227 -0.1542 0.029
N -2.0600 -0.1814 -0.5091 0.350
C -2.3659 -1.4704 -0.3624 0.100
C -1.3136 -2.3750 -0.4589 0.200
N -0.0453 -1.9003 -0.6086 0.214
C 1.0703 -2.6400 -0.1531 0.012
C 0.9659 -3.4350 1.0171 0.026
C 2.0705 -4.1567 1.4569 -0.001
C 3.2975 -4.0726 0.8379 0.028
C 3.4142 -3.2411 -0.2566 -0.002
C 2.3408 -2.5227 -0.7788 0.027
C 2.7108 -1.7458 -2.0464 0.014
C 2.8199 -0.2039 -1.9912 0.088
C 1.8865 -2.1384 -3.2751 0.019
C -0.2527 -3.5100 1.9347 0.011
C -0.9089 -4.8920 1.8960 0.001
C 0.1099 -3.1314 3.3743 0.001
H 0.6844 1.3083 2.3598 0.002
H -0.0189 2.9392 2.4475 0.001
H 0.2756 1.5177 -0.1261 0.000
H -1.8337 1.7522 2.9246 0.000
H -0.6342 -0.6489 1.5339 -0.001
H -2.2388 -0.6685 2.2970 0.000
H -0.7929 -0.2979 3.2458 0.000
H -2.9393 3.4728 2.0740 0.000
H -4.7485 4.2221 0.5794 0.001
H -5.3844 2.8402 -1.3571 0.000
H -3.5111 -0.1809 -2.4208 0.000
H -6.4066 0.2168 -1.5330 0.000
H -5.3267 -1.0197 -0.8983 0.000
H -5.8214 -1.0702 -2.5955 0.000
H -5.6123 1.8661 -3.2694 0.000
H -4.8621 0.6206 -4.2567 0.000
H -3.8945 1.9794 -3.6644 0.000
H -3.3684 -1.8059 -0.1162 0.007
H -1.4848 -3.4413 -0.3753 0.009
H 1.9681 -4.7758 2.3391 -0.001
H 4.1525 -4.6196 1.2123 0.002
H 4.3807 -3.1420 -0.7358 0.000
H 3.7252 -2.0880 -2.2543 0.001
H 2.2776 -0.0100 0.1256 0.005
H 1.9433 0.2488 -2.4593 0.037
H 3.7003 0.1143 -2.5604 0.006
H 0.8474 -1.8219 -3.1795 0.013
H 1.9095 -3.2206 -3.4060 0.001
H 2.3025 -1.6777 -4.1749 0.001
H -0.9911 -2.7807 1.6164 0.005
H -0.2150 -5.6586 2.2476 0.000
H -1.2140 -5.1703 0.8857 0.000
H -1.7906 -4.9184 2.5401 0.000
H 0.7412 -3.8817 3.8526 0.000
H -0.7984 -3.0348 3.9740 0.000
H 0.6396 -2.1800 3.3886 0.000